DFT (ωB97M-V with the def2-TZVPD basis set) results for a molecular structure, C3H4N2S at a distorted geometry.

Geometry as XYZ:
```
10
Properties=species:S:1:pos:R:3:forces:R:3
C -0.358907 0.126377 -1.347175 -1.4629 -0.7414 -2.9671
C -0.232964 0.322966 1.164551 2.5404 -5.6899 8.3183
C 0.420556 -1.089519 -0.983566 1.3431 -5.0597 0.3082
H -1.602420 -0.193478 -1.505995 3.7904 0.8364 -0.4955
H 0.327738 0.501160 -2.323576 -2.7322 -0.4932 2.3872
H -0.556152 0.560624 2.254212 0.1116 0.5810 -2.1453
H 0.560260 -2.182269 -1.828904 -0.3618 4.1485 1.9886
N 0.452579 -0.842409 1.393225 -1.7164 2.8189 -3.5117
N 0.906931 -1.494988 0.152180 -1.2872 1.0122 -0.5316
S -0.451132 1.344801 -0.026026 -0.2250 2.5872 -3.3511
```
Forces are in eV/Å.

Computed properties:
Charge   0
Relative energy (zero: lowest compared OMol25 entry of this formula, charge and spin)   520.20 kJ/mol

DFT (ωB97M-V with the def2-TZVPD basis set) results for 12 unconnected molecules or ions with the total composition C26H72F3O13 at a distorted geometry.

Geometry as XYZ:
```
114
Properties=species:S:1:pos:R:3:forces:R:3
C 1.033737 0.220184 0.655261 4.2554 1.0569 -1.0441
O -0.034126 1.204213 0.734480 -1.0904 -0.9956 1.1448
O 2.321863 0.788406 0.663210 -3.3479 -1.3396 1.1283
C 0.784916 -1.016809 1.698262 -0.8273 2.9227 -1.6438
F 1.732964 -1.360986 2.490087 2.5966 0.3057 1.9229
F -0.286937 -0.744883 2.440042 -1.2359 0.5008 1.5531
F 0.476524 -2.137984 1.104852 -0.8031 -2.2840 -2.3137
C -1.320485 0.694683 0.346822 -1.3991 2.0980 -0.6775
C -2.501913 1.511154 1.053626 1.6037 -0.7108 0.7684
H -2.166549 2.537864 1.200292 0.0664 -0.0512 0.1930
H -3.516415 1.566834 0.658906 0.2601 -0.4494 -0.8528
H -2.612756 0.996656 2.008144 -0.0256 0.4945 0.4257
H -1.565347 -0.357593 0.491245 0.7138 -0.0943 0.0809
H -1.429057 0.950198 -0.707227 0.0883 -0.4572 -0.4918
H 0.969829 -0.168836 -0.360943 -0.8082 -1.0083 -0.2677
C 9.176752 -4.095119 1.725449 -0.0254 1.5022 1.0537
C 10.365042 -4.530652 2.627255 -1.2064 -1.7885 -2.0037
O 10.901110 -5.660606 1.865734 0.9411 0.0677 0.8088
H 9.542032 -3.752396 0.757353 -0.0910 0.1131 0.1469
H 8.575539 -3.337625 2.228281 0.4105 0.8797 -0.1061
H 8.337201 -4.768046 1.551050 0.7468 -1.1290 0.1046
H 10.017917 -4.763857 3.633850 0.0743 -0.4022 0.0262
H 11.239014 -3.887428 2.729866 -0.5113 0.5056 -0.3259
H 10.427464 -6.486724 1.987309 -0.3442 0.2598 0.2934
C -8.215474 4.438914 -3.310828 -0.0328 0.8045 0.8026
C -8.505969 5.576232 -4.331769 0.5290 -0.9856 0.8221
O -9.180199 6.602792 -3.610449 -0.3016 -0.1608 -0.1071
H -7.558779 3.613580 -3.585919 -0.0913 0.2250 -0.5451
H -9.104656 4.020716 -2.839053 -0.4650 -0.0948 -0.6959
H -7.780921 4.894333 -2.420968 0.5148 0.2521 -0.1439
H -9.073355 5.168207 -5.168242 -0.3792 0.2230 -0.0615
H -7.583506 5.986855 -4.742345 0.2276 -0.1961 0.0304
H -9.018290 7.453756 -4.024266 -0.0013 -0.0690 -0.0988
C 0.151950 5.241632 -4.210272 0.3898 1.5906 0.1727
C 1.021449 6.227112 -3.336357 1.2112 -2.2760 0.3445
O 0.713086 6.129112 -1.951193 -1.7401 0.9456 0.5458
H 0.352279 5.386890 -5.271813 0.2771 -0.0983 -0.0326
H -0.895506 5.522583 -4.100791 -0.1234 -0.0035 0.2175
H 0.243317 4.180596 -3.977973 0.3338 0.1624 0.2618
H 1.125575 7.247806 -3.704365 -0.9083 0.1091 0.1866
H 2.050025 5.911786 -3.161168 0.5739 -0.3804 -1.8996
H 0.316795 5.264632 -1.819937 0.0029 -0.0624 0.2370
C -8.228937 -4.143660 -2.719166 -0.4559 0.7674 -2.1573
C -6.794944 -3.979275 -3.206934 -0.0898 0.6042 1.2866
O -5.999253 -4.866357 -2.508034 1.2770 -1.8415 0.5348
H -8.536908 -3.975605 -1.687172 0.7823 -0.2353 0.0333
H -8.630282 -5.062335 -3.146989 0.0778 -0.3646 0.5674
H -8.760577 -3.401191 -3.314284 -0.4086 0.3398 0.1189
H -6.319799 -3.036375 -2.936207 -0.8580 0.9142 -0.5081
H -6.641606 -4.170228 -4.269062 -0.7366 0.2425 -0.3052
H -5.146396 -4.774480 -2.939059 0.4235 -0.4222 0.4247
C 3.744347 -6.783117 7.818596 -0.6864 0.3331 0.5538
C 2.257805 -6.982054 8.258719 1.1342 -0.2860 -0.2407
O 2.117511 -6.756273 9.648915 0.2154 0.8170 0.5015
H 4.089819 -7.606713 7.193739 0.2135 0.1155 0.1979
H 4.369083 -6.581342 8.688700 0.0893 -0.7093 0.1390
H 3.832527 -5.838524 7.281887 -0.1180 -0.1799 -0.4101
H 1.890877 -8.002141 8.145208 0.1521 0.0064 -0.9616
H 1.759779 -6.258683 7.613119 -0.9676 -0.1703 0.4051
H 1.349880 -7.223036 9.987271 -0.0322 0.0771 -0.1853
C -2.196473 -1.046575 -6.661395 0.6160 1.2994 -0.9794
C -1.007846 -1.989003 -6.635160 -2.4017 -0.1421 1.0086
O -1.534896 -3.149681 -5.979091 0.9875 -0.3497 0.3620
H -3.102307 -1.428001 -7.132643 0.2165 -0.2147 -0.0480
H -1.804583 -0.211099 -7.241493 -0.4863 0.4141 -0.4026
H -2.459068 -0.582247 -5.710843 0.1596 -0.5573 0.2732
H -0.280752 -1.474619 -6.006791 0.6125 -0.3775 -0.3927
H -0.702554 -2.291465 -7.636869 0.4414 0.4179 0.0313
H -0.811080 -3.463049 -5.431836 -0.1516 -0.4946 0.1745
C 6.731993 -0.478592 -4.418318 1.2824 0.0570 -0.9817
C 6.677546 0.898914 -5.087988 0.7210 -0.4666 0.7248
O 5.543822 1.555222 -4.643190 -1.4713 0.6696 -0.0994
H 7.313041 -1.065732 -5.129472 -0.1764 -0.6831 0.1379
H 5.719829 -0.869946 -4.315955 0.1614 -0.0918 0.0253
H 7.308840 -0.535590 -3.495222 -0.3829 0.2854 0.2427
H 6.703434 0.737808 -6.165711 -0.5042 0.4002 -0.0730
H 7.483942 1.582530 -4.822470 0.8578 -0.5049 -0.1780
H 5.526030 1.339040 -3.708012 -0.5201 0.3382 0.2140
C 4.313213 -7.841522 -1.916371 0.5672 -0.4602 -0.8610
C 4.435376 -6.741617 -2.983372 0.9463 -1.2233 0.7548
O 3.382872 -6.846687 -3.911252 -1.0532 1.0561 0.1468
H 4.424099 -8.777416 -2.463997 -0.5400 -0.3977 0.1724
H 3.359048 -7.770857 -1.394175 0.0638 -0.1062 -0.1111
H 5.133819 -7.892180 -1.200730 0.0193 0.5371 0.1182
H 5.342113 -6.842096 -3.579884 0.5140 -0.0081 0.4546
H 4.524894 -5.829622 -2.393154 -0.7928 0.6417 -0.8949
H 3.514060 -7.593330 -4.500240 0.2680 -0.0316 0.2138
C 10.767514 2.192193 3.207359 -0.4306 0.8308 0.1421
C 9.414849 2.715458 2.602791 3.8646 -0.9065 -1.3949
O 8.397744 2.152760 3.269023 -2.5488 -0.6912 1.1796
H 11.553732 2.202099 2.452470 0.1428 0.3592 0.1206
H 10.737595 1.174239 3.595928 -0.5458 -0.0597 -0.2282
H 11.008321 2.822934 4.063085 0.4208 0.0289 -0.0421
H 9.458026 2.334552 1.582423 -0.2718 0.2416 -0.4210
H 9.437461 3.803330 2.538674 -0.2725 0.1993 0.2957
H 7.790450 1.802037 2.613431 -0.3841 -0.0073 0.3539
C -11.356454 2.374672 2.529174 -0.3230 -0.9386 0.3434
C -12.465741 3.269550 3.064477 0.5760 -0.0663 -0.4390
O -11.923107 4.063576 4.101343 -0.2944 0.4802 0.1440
H -11.653857 1.836235 1.629318 0.0722 0.0813 -0.1143
H -11.174538 1.616344 3.290718 0.0433 -0.2965 0.0477
H -10.379048 2.840231 2.402527 -0.3620 0.5151 -0.2678
H -13.303196 2.704862 3.474238 -0.0709 -0.3699 -0.1984
H -12.881144 3.885740 2.267065 0.1873 0.4221 0.2252
H -11.713345 3.432867 4.794015 0.1738 0.1752 0.2586
C -4.791050 7.518932 5.993564 0.3601 -0.8377 0.3173
C -3.393599 7.582718 6.611849 -0.2554 1.3972 0.0790
O -2.365523 7.348588 5.650815 -0.6797 -0.0201 0.3783
H -5.578592 7.807299 6.689789 0.0841 -0.2744 0.2670
H -4.932745 6.498957 5.636227 -0.4621 0.1363 -0.2462
H -4.882500 8.247727 5.188209 0.2202 -0.1610 -0.2767
H -3.200669 6.994562 7.509039 -0.2470 -0.4310 -0.3622
H -3.339129 8.621772 6.936640 0.4763 0.2908 0.3832
H -2.648933 7.936385 4.946698 0.5019 -0.0953 -0.5327
```
Forces are in eV/Å.

Computed properties:
Charge   -1
Relative energy (zero: lowest compared OMol25 entry of this formula, charge and spin)   634.21 kJ/mol

DFT (ωB97M-V with the def2-TZVPD basis set) results for a single C4H5N3 molecule at a distorted geometry.

Geometry as XYZ:
```
12
Properties=species:S:1:pos:R:3:forces:R:3
N -0.619391 -1.645486 -1.104396 0.5920 0.5896 -0.4252
C 0.199248 -0.719324 -0.478881 1.6025 -0.1682 -1.4857
N 0.589351 0.491693 -1.024894 -1.1383 0.6995 -0.8153
C 0.414264 1.528684 -0.266914 -0.0448 -0.1161 -0.2660
C -0.161471 1.241741 1.002100 -0.0243 -0.4815 0.0646
C 0.014141 -0.098659 1.281117 0.8389 0.6493 1.6766
N 0.858743 -1.021259 0.606420 -1.9654 -0.8799 0.5493
H -0.032335 -2.396923 -1.449009 -0.3752 -0.4454 0.2181
H -1.198857 -1.258244 -1.836167 0.3021 0.1334 -0.2950
H 0.765373 2.499339 -0.611019 0.0427 -0.1613 0.1608
H -0.511756 1.970478 1.724962 -0.2758 -0.2990 -0.2462
H -0.501333 -0.632353 2.067286 0.4455 0.4795 0.8640
```
Forces are in eV/Å.

Computed properties:
Charge   0
Relative energy (zero: lowest compared OMol25 entry of this formula, charge and spin)   346.31 kJ/mol

It is found that the HOMO energy values, taken in the order of the records, are -8.742 -3.239 -8.669 eV.
It is found that the DFT total energy values, taken in the order of the records, are -624.227655 -2311.229173 -319.580308 Ha.